Here is a 11-piece molecular cluster, C5H33N2O11 overall in a non-equilibrium geometry from the OMol25 dataset. Energies are from ωB97M-V with the def2-TZVPD basis set.

Values from the calculation:
Orbital gap, eV: 10.782
Charge: +1
LUMO energy, eV: -2.5263
E_HOMO, eV: -13.3
E, eV: -31214.9261
Multiplicity: 1
F_max, eV/A: 6.99
Energy relative to the best compared isomer or geometry (same formula, charge and spin), kJ/mol: 494.0

```
51
C5H33N2O11 (ωB97M-V with the def2-TZVPD basis set)
O -1.42 0.12 2.12
C -0.25 -0.16 2.52
N 0.76 0.66 2.92
C 2.08 0.35 3.59
C 0.30 -1.68 2.23
N 0.53 -1.63 0.74
C 1.87 -1.01 0.37
C -0.77 -2.66 2.48
H 0.66 1.59 2.85
H 2.49 1.28 3.98
H 2.85 0.12 2.88
H 1.88 -0.28 4.47
H 1.19 -2.12 2.69
H 1.14 1.92 -0.88
H 0.41 -2.52 0.04
H 2.69 -1.68 0.69
H 1.96 0.07 0.88
H 2.10 -1.16 -0.78
H -1.66 -2.20 2.11
H -0.67 -3.64 1.89
H -0.85 -3.05 3.58
H -1.53 1.51 -2.54
H -0.64 0.91 -1.51
O -1.03 0.65 -2.34
H -1.70 0.99 0.62
H -2.93 0.47 0.30
O -2.36 1.16 -0.07
H -0.65 -4.05 -1.04
H -1.05 -2.58 -1.67
O -0.94 -3.12 -0.87
H 0.31 -0.28 -3.38
H 0.09 -1.47 -4.37
O 0.62 -1.18 -3.64
H -1.17 3.38 0.79
H -1.50 4.96 0.99
O -1.09 4.21 0.46
H 1.36 -3.24 -1.94
H 2.68 -3.61 -2.22
O 2.16 -3.31 -1.41
H -1.89 -0.72 -3.45
H -2.85 -1.91 -3.63
O -1.95 -1.71 -3.70
H 0.92 4.02 0.66
H 1.84 4.42 -0.16
O 1.84 4.18 0.75
H -0.14 -0.88 0.43
H -0.04 2.63 -0.41
O 0.51 1.88 -0.15
H -2.65 3.83 -2.35
H -1.35 3.44 -2.80
O -2.15 3.11 -2.72
```

***

Here is a 12-piece molecular cluster, C5H33N2O12 overall in a non-equilibrium geometry from the OMol25 dataset. Energies are from ωB97M-V with the def2-TZVPD basis set.

Values from the calculation:
Orbital gap (spin up / spin down), eV: 10.087 / 6.118
Charge: +2
<S²>: 0.755
LUMO energy (spin up / spin down), eV: -6.8740 / -10.8283
E_HOMO (spin up / spin down), eV: -17.0 / -16.9
E, eV: -33256.4736
Multiplicity: 2
F_max, eV/A: 1.11
Energy relative to the best compared isomer or geometry (same formula, charge and spin), kJ/mol: 0.0

```
52
C5H33N2O12 (ωB97M-V with the def2-TZVPD basis set)
N 1.27 -0.87 1.74
C 0.37 -0.78 0.56
C 0.62 0.55 -0.18
C -0.34 0.68 -1.31
C -1.24 1.73 -1.45
C 0.66 -1.93 -0.44
N -0.30 -2.83 -0.58
O 1.73 -1.97 -1.06
H 2.28 -0.89 1.48
H 1.04 -1.75 2.29
H 1.07 -0.06 2.38
H -0.64 -0.85 0.94
H 1.63 0.56 -0.62
H 0.52 1.39 0.51
H -0.32 -0.12 -2.03
H -1.28 2.53 -0.73
H -1.94 1.82 -2.27
H -1.20 -2.74 -0.14
H -0.22 -3.54 -1.29
H 4.51 -0.71 0.23
H 3.24 -1.55 -0.19
O 3.75 -1.21 0.57
H 0.08 1.24 4.12
H 0.01 2.04 2.81
O 0.47 1.28 3.24
H -2.28 -0.63 -1.80
H -2.41 0.15 -0.38
O -2.40 -0.72 -0.84
H -3.39 -2.13 1.96
H -2.93 -0.74 2.40
O -2.84 -1.68 2.62
H 1.60 4.97 0.43
H 1.37 3.93 -0.66
O 1.14 4.14 0.26
H 1.96 4.27 -3.08
H 1.82 2.76 -2.82
O 1.96 3.61 -2.38
H -2.03 -1.70 -4.14
H -0.61 -1.62 -3.49
O -1.58 -1.66 -3.29
H -0.20 3.53 1.20
H -1.23 3.94 2.30
O -0.85 3.17 1.85
H 1.54 -2.13 -4.33
H 1.44 -1.80 -2.82
O 1.06 -1.58 -3.70
H -0.39 -3.45 3.45
H -1.19 -2.35 2.75
O -0.33 -2.81 2.74
H -1.99 2.00 1.21
H -3.49 1.74 0.98
O -2.63 1.31 0.94
```

***

> Which value of multiplicity does entry 2 give?

2

***

Please write out number 2 again, unchanged.
Here is a 12-piece molecular cluster, C5H33N2O12 overall in a non-equilibrium geometry from the OMol25 dataset. Energies are from ωB97M-V with the def2-TZVPD basis set.

Values from the calculation:
Orbital gap (spin up / spin down), eV: 10.087 / 6.118
Charge: +2
<S²>: 0.755
LUMO energy (spin up / spin down), eV: -6.8740 / -10.8283
E_HOMO (spin up / spin down), eV: -17.0 / -16.9
E, eV: -33256.4736
Multiplicity: 2
F_max, eV/A: 1.11
Energy relative to the best compared isomer or geometry (same formula, charge and spin), kJ/mol: 0.0

```
52
C5H33N2O12 (ωB97M-V with the def2-TZVPD basis set)
N 1.27 -0.87 1.74
C 0.37 -0.78 0.56
C 0.62 0.55 -0.18
C -0.34 0.68 -1.31
C -1.24 1.73 -1.45
C 0.66 -1.93 -0.44
N -0.30 -2.83 -0.58
O 1.73 -1.97 -1.06
H 2.28 -0.89 1.48
H 1.04 -1.75 2.29
H 1.07 -0.06 2.38
H -0.64 -0.85 0.94
H 1.63 0.56 -0.62
H 0.52 1.39 0.51
H -0.32 -0.12 -2.03
H -1.28 2.53 -0.73
H -1.94 1.82 -2.27
H -1.20 -2.74 -0.14
H -0.22 -3.54 -1.29
H 4.51 -0.71 0.23
H 3.24 -1.55 -0.19
O 3.75 -1.21 0.57
H 0.08 1.24 4.12
H 0.01 2.04 2.81
O 0.47 1.28 3.24
H -2.28 -0.63 -1.80
H -2.41 0.15 -0.38
O -2.40 -0.72 -0.84
H -3.39 -2.13 1.96
H -2.93 -0.74 2.40
O -2.84 -1.68 2.62
H 1.60 4.97 0.43
H 1.37 3.93 -0.66
O 1.14 4.14 0.26
H 1.96 4.27 -3.08
H 1.82 2.76 -2.82
O 1.96 3.61 -2.38
H -2.03 -1.70 -4.14
H -0.61 -1.62 -3.49
O -1.58 -1.66 -3.29
H -0.20 3.53 1.20
H -1.23 3.94 2.30
O -0.85 3.17 1.85
H 1.54 -2.13 -4.33
H 1.44 -1.80 -2.82
O 1.06 -1.58 -3.70
H -0.39 -3.45 3.45
H -1.19 -2.35 2.75
O -0.33 -2.81 2.74
H -1.99 2.00 1.21
H -3.49 1.74 0.98
O -2.63 1.31 0.94
```